63
Properties=species:S:1:pos:R:3 method="wB97M-V/def2-TZVPD" homo_lumo_gap_ev=4.3 relative_energy_kj_mol=14.2 fmax_ev_per_a=4.39 charge=-1 lumo_energy_ev=1.34
O 0.170 1.625 0.024
O 1.114 3.410 0.535
O 0.588 -2.260 2.292
O -2.751 -2.581 -0.485
O -0.213 3.958 -3.122
O 0.679 -3.214 -1.899
O -0.571 2.007 -3.744
O 2.385 -3.353 2.333
N 1.604 -2.620 2.873
N -0.880 2.982 -3.114
N -0.310 -1.115 -0.247
N 1.009 2.502 -0.181
C 0.966 -0.661 6.001
C 2.875 -2.486 5.061
C 1.470 -2.580 -2.805
C 0.925 -1.134 4.695
C 2.053 2.299 -1.226
C 3.935 2.057 -3.246
C 0.762 -1.973 -3.961
C 3.963 3.206 -2.483
C -2.402 1.715 -1.640
C 3.079 3.265 -1.398
C -3.614 -2.445 0.634
C -3.490 1.695 -0.717
C -4.236 2.852 -0.546
C 2.998 -1.942 6.348
C 2.921 1.102 -3.091
C -1.969 2.951 -2.127
C 1.917 1.262 -2.149
C 1.827 -2.040 4.238
C -2.509 4.093 -1.590
C 2.097 -0.936 6.747
C -3.692 4.085 -0.864
C -4.639 -3.554 0.881
H -3.024 -2.456 1.550
H 2.352 -3.186 -3.013
H -1.256 -1.462 -0.317
H 0.331 -2.708 -4.641
H -0.052 -1.307 -3.675
H 3.190 4.104 -0.727
H -4.184 -4.512 1.132
H -2.137 0.739 -2.019
H 4.732 1.844 -3.943
H -4.135 -1.489 0.693
H 4.751 3.933 -2.619
H 0.188 0.034 6.283
H 1.141 0.525 -2.004
H -4.043 5.055 -0.544
H -5.155 2.925 0.017
H -0.284 -0.175 -0.615
H -5.339 -3.258 1.662
H 2.935 0.248 -3.751
H 0.111 -0.931 4.014
H -3.896 0.741 -0.415
H 1.549 -1.440 -4.495
H -5.242 -3.814 0.011
H 0.208 -1.811 -0.763
H 3.877 -2.100 6.955
H 0.011 -1.134 0.711
H 3.456 -3.367 4.831
H 2.132 -0.540 7.751
H 1.929 -1.735 -2.291
H -2.209 5.107 -1.809



58
Properties=species:S:1:pos:R:3 method="wB97M-V/def2-TZVPD" homo_lumo_gap_ev="6.8 / 6.8" relative_energy_kj_mol=135.7 fmax_ev_per_a=1.34 charge=+1 lumo_energy_ev="-3.25 / -3.25"
Pt -0.790 0.071 -0.699
As 1.541 -0.761 -0.952
As -0.472 -0.490 1.724
Cl -2.660 -5.585 -0.465
N -0.835 2.164 -0.665
N 0.372 2.773 -0.725
C -1.076 4.389 -0.742
C 4.225 -0.726 2.302
C -3.200 2.909 -0.569
C 3.670 -0.777 1.033
C 1.460 -0.570 1.975
C 3.401 -0.601 3.411
C 2.026 -0.530 3.246
C 1.468 4.996 -0.844
C 1.869 -2.614 -1.443
C 2.290 -0.697 0.856
C 0.270 4.113 -0.777
C -2.996 -1.628 -0.683
C -0.956 -2.265 2.341
C -2.508 -3.946 -0.981
C 2.965 0.119 -1.960
C -3.118 -2.948 -0.252
C -1.633 -2.372 -2.552
C -1.072 0.612 3.202
C -1.766 -3.671 -2.137
C -2.111 0.057 -2.288
C -1.733 3.148 -0.669
C -2.263 -1.316 -1.842
H 1.201 2.209 -0.736
H -2.906 0.744 -2.032
H -0.477 -2.451 3.300
H -3.690 3.783 -0.143
H 4.325 -0.880 0.176
H -3.645 2.732 -1.548
H 5.299 -0.786 2.424
H -1.049 -2.135 -3.432
H -3.513 -0.835 -0.158
H -2.151 0.729 3.122
H -0.601 1.590 3.130
H 1.162 6.036 -0.767
H -1.534 5.364 -0.757
H 3.384 0.944 -1.384
H -0.627 -3.005 1.614
H 2.906 -2.885 -1.251
H 3.829 -0.560 4.405
H 1.208 -3.257 -0.866
H -0.833 0.157 4.162
H 2.547 0.501 -2.889
H -1.719 0.219 -3.287
H -1.308 -4.485 -2.682
H 1.395 -0.437 4.122
H -2.037 -2.332 2.451
H 3.762 -0.586 -2.191
H 2.162 4.785 -0.031
H -3.696 -3.199 0.626
H -3.408 2.051 0.071
H 1.649 -2.735 -2.503
H 1.999 4.870 -1.789



63
Properties=species:S:1:pos:R:3 method="wB97M-V/def2-TZVPD" homo_lumo_gap_ev=5.6 fmax_ev_per_a=3.88 charge=-1 lumo_energy_ev=1.06
P -0.847 -1.948 0.980
P -0.477 -3.573 2.433
O -2.094 1.292 -3.563
O 0.804 -1.361 0.919
O -1.389 -0.769 2.163
O -2.874 2.696 5.328
O -0.391 -4.970 1.817
O 2.683 1.103 3.203
O 1.337 -0.176 -7.383
O 1.906 1.540 0.943
C 2.031 -1.518 -3.483
C -0.713 1.577 -8.106
C -1.293 0.979 -4.422
C 1.001 -0.640 2.130
C -0.094 -0.553 4.355
C 1.167 -1.097 -2.475
C -2.536 2.291 -6.129
C -0.558 1.089 -6.811
C -1.465 1.457 -5.818
C -2.846 1.603 4.404
C -0.352 -0.117 2.883
C -2.689 2.770 -7.421
C 0.086 -0.282 -2.784
C -0.127 0.123 -4.100
C -2.379 0.308 5.151
C 3.896 0.369 3.321
C -1.773 2.418 -8.409
C 0.755 -0.282 -5.106
C 1.828 -1.113 -4.795
C 0.573 0.178 -6.502
C 3.819 -0.777 4.395
C -0.821 0.323 5.430
B 1.902 0.696 2.084
H -3.521 3.421 -7.660
H -1.275 -1.180 -0.178
H 4.832 -1.114 4.684
H -3.849 1.393 3.988
H -1.957 2.860 5.551
H -1.528 -3.530 3.421
H 4.311 0.014 2.355
H 4.648 1.083 3.726
H 3.252 -0.341 5.243
H 2.505 -1.440 -5.573
H -1.888 2.801 -9.416
H 1.640 -1.327 2.735
H -2.117 1.800 3.595
H 1.762 2.425 1.293
H -0.004 1.303 -8.877
H 0.983 -0.555 4.612
H -0.407 1.349 5.525
H -0.586 0.038 -1.998
H 2.868 -2.162 -3.242
H 3.266 -1.665 4.034
H -0.479 -1.586 4.476
H -2.204 -2.483 0.977
H -0.685 -0.189 6.411
H -2.900 0.220 6.128
H 0.724 -3.288 3.188
H -3.247 2.569 -5.361
H 1.334 -1.405 -1.449
H -0.358 0.962 2.624
H -2.580 -0.610 4.555
H -0.607 -3.000 -0.002



62
Properties=species:S:1:pos:R:3 method="wB97M-V/def2-TZVPD" homo_lumo_gap_ev="5.9 / 5.9" multiplicity=6 s2=8.753 relative_energy_kj_mol=511.8 fmax_ev_per_a=4.84 charge=+2 lumo_energy_ev="-8.98 / -8.93"
Ba -1.257 -3.517 0.019
Mn 2.309 3.910 -0.134
O -2.088 -1.010 -0.140
O 2.511 1.807 0.743
O -0.287 -1.787 1.789
O 0.357 2.867 -0.871
N -3.580 5.975 -1.387
N -1.736 -0.666 6.373
N -1.847 -1.713 -6.668
N 6.561 -0.470 5.044
C -1.187 -0.216 0.158
C -2.573 -1.890 -5.787
C 0.850 -2.825 5.854
C -3.438 -2.257 -4.633
C -0.903 -1.129 5.731
C 0.203 1.736 -0.261
C -2.090 4.682 -4.267
C -0.164 -0.663 1.260
C 1.065 0.107 1.422
C 0.100 -1.854 5.000
C 6.008 -0.471 3.993
C 1.316 1.196 0.677
C -2.913 5.294 -1.999
C 0.008 -3.976 6.239
C 4.620 -1.567 0.646
C -1.273 3.565 -5.031
C 5.261 -0.480 2.737
C -3.330 0.093 -3.872
C -4.274 -0.983 -4.380
C -1.940 4.456 -2.811
C 4.969 -1.771 2.074
C -0.943 1.047 -0.466
H -0.876 4.560 -2.598
H -0.538 -3.776 7.161
H 3.614 -1.170 0.509
H -3.168 0.119 -2.795
H 5.960 0.141 2.178
H -4.867 -0.699 -5.250
H -2.315 3.452 -2.609
H -3.606 1.047 -4.322
H 1.748 -0.240 2.182
H -5.022 -1.159 -3.607
H -3.159 4.616 -4.469
H -0.272 -2.224 4.044
H -2.868 -2.564 -3.757
H -0.222 3.850 -5.085
H 0.564 -4.845 6.591
H 5.370 -0.869 0.274
H 1.186 -2.225 6.699
H 4.412 0.203 2.765
H 4.137 -2.272 2.569
H -1.726 5.685 -4.491
H -0.653 -4.250 5.416
H -2.301 0.128 -4.229
H -1.363 2.553 -4.636
H -4.069 -3.142 -4.708
H 1.730 -3.192 5.325
H 5.823 -2.440 2.174
H -1.758 1.438 -1.057
H 0.784 -1.136 4.548
H 4.861 -2.504 0.144
H -1.721 3.422 -6.014



no.,DFT total energy (eV)
1,-45613.149
2,-163721.722
3,-58936.376
4,-69445.440